# 1
This record from OMol25 describes a cluster of 13 separate species, C26H78O13 in total in a non-equilibrium geometry. The level of theory is ωB97M-V/def2-TZVPD.

Energy relative to the best compared isomer or geometry (same formula, charge and spin): 105.2 kcal/mol
Energy: -2015.3001 hartree
HOMO-LUMO gap: 9.8421 eV

Each line ends with the Mulliken charge.
Atoms and positions in Å:
H (3.16859, 2.65398, -1.61969)  -0.25
H (-7.71591, -2.64186, -4.31810)  0.30
C (0.23019, 4.18556, 5.02652)  -0.82
H (-0.35602, 3.62549, 5.75506)  0.45
H (4.17961, 3.13412, 0.31930)  0.43
H (-3.28881, -6.68148, -5.28322)  0.26
H (1.00115, 6.45990, 1.38206)  0.20
C (-5.68334, -0.33077, -3.44918)  -1.00
H (-0.36504, 5.66327, 0.57573)  0.18
H (-1.76911, -1.00745, -1.21571)  0.30
H (-5.43244, -4.79366, -5.12244)  0.27
H (0.40756, -5.35834, -4.05957)  0.45
H (-0.36837, -0.50273, 5.42803)  0.35
C (3.58750, 2.50499, 0.98390)  -0.53
H (-6.54165, -2.05565, -2.37304)  0.15
H (-2.04786, 6.69745, 1.59834)  0.28
H (-3.74594, -7.74217, -3.84771)  0.34
C (-0.66823, -4.25367, -2.48998)  -0.64
H (1.46865, 5.98410, 4.90312)  0.28
H (5.42869, 2.38069, 4.15652)  0.24
C (-0.99540, -1.14624, -0.46058)  -0.70
H (1.05734, 2.84728, -3.14311)  0.23
H (2.41717, -0.31511, -3.11251)  0.25
C (-6.29137, -1.70681, -3.37493)  0.32
H (0.04862, 7.26424, 0.06679)  0.48
O (1.90538, 4.92974, 6.59507)  -0.53
H (-0.33890, -1.82399, -1.00625)  -0.08
H (1.47398, -3.19469, -5.80612)  0.33
H (-0.90642, 6.37869, 2.90585)  -0.12
C (1.83886, -1.81663, -4.07950)  0.72
O (1.57276, 4.75347, -2.72706)  -0.54
C (1.54020, -1.47818, 5.52451)  -0.26
H (1.00408, 0.55767, 1.33388)  0.24
H (0.96653, -1.88930, -3.42998)  -0.13
H (5.56277, 0.87824, 4.92774)  0.30
H (5.26838, -2.65874, -0.34158)  0.44
H (4.09825, 2.34099, 1.93276)  -0.06
H (2.64562, -2.40159, -3.63785)  0.06
O (3.12961, 1.59802, 4.73468)  -0.28
C (1.92081, 3.49316, -3.30234)  -0.36
H (6.04538, 2.38983, 5.82479)  0.37
C (-4.22288, -5.57845, -3.80563)  0.04
C (-1.06557, 6.95497, 1.99444)  0.04
H (-4.91042, -7.38013, -5.00350)  0.42
H (-3.51412, -3.59677, 1.02587)  0.20
H (0.73332, -0.06201, 4.09947)  -0.01
H (-0.82960, 8.68750, 1.37359)  0.36
H (0.88210, 3.54799, 4.42936)  0.10
C (-4.67643, -2.07304, -0.05685)  -0.68
O (2.25840, -0.49110, -4.04279)  -0.54
H (3.71146, 3.25580, 5.70060)  0.08
C (0.95693, 5.35592, 5.63227)  -0.37
H (2.25869, -1.75083, 4.75150)  0.26
H (4.77529, -2.47498, -1.93060)  0.29
C (0.41747, -0.86514, 4.76529)  -0.82
C (4.79750, -1.92150, -0.99184)  -1.37
H (4.03073, 3.53344, -2.84243)  0.40
H (2.35185, 4.04856, 1.87136)  0.17
H (-4.06639, -2.05054, -0.95988)  -0.05
O (0.83365, -0.23681, 0.82265)  -0.55
C (3.96549, 2.19670, 5.65749)  0.04
H (3.82146, 1.65999, 6.59520)  0.29
H (2.25455, -1.63781, -6.19334)  0.41
H (1.98157, -0.49027, -0.75657)  0.22
C (-0.61661, -5.19879, -3.72235)  -0.55
H (-5.49292, -2.33754, -3.76577)  -0.01
H (0.30760, -3.77638, -2.40033)  0.14
H (2.03353, 2.12600, 2.89183)  0.04
O (1.91381, -0.47780, 6.49239)  -0.54
O (-7.44357, -1.73448, -4.16290)  -0.57
H (-5.40681, 0.01733, -4.44439)  0.34
C (3.22997, 2.80836, -2.69695)  -0.44
H (-5.11406, -3.29282, 1.68341)  0.41
H (-2.16191, -4.32061, -4.65675)  0.29
C (-0.28739, 0.08720, 0.05501)  -0.11
H (-4.34994, -1.26750, 0.60089)  0.38
H (-5.73176, -4.87006, 0.61611)  0.29
H (-4.96905, -5.64818, -3.01413)  0.33
O (-4.63813, -4.55234, -4.64033)  -0.48
H (-1.00644, -6.18113, -3.45565)  0.18
H (1.15682, -2.28524, 6.14883)  0.40
H (-0.02206, -1.59172, 4.08191)  0.37
H (3.39589, 1.86530, -3.21773)  0.24
H (-1.49091, -1.74148, 0.30640)  0.20
O (-5.08493, -4.45564, 0.04038)  -0.47
O (-1.28362, -4.67741, -4.80808)  -0.53
C (0.01596, 6.61631, 0.94270)  -0.89
H (2.80664, -2.48700, -0.04964)  0.35
H (3.53655, 1.60697, 0.36822)  -0.12
H (0.13809, 0.58186, -0.81814)  0.10
H (-0.94437, 0.78969, 0.56782)  0.56
H (-0.63992, 4.60096, 4.51813)  0.31
H (0.25069, 5.91625, 6.24492)  0.34
O (1.57921, 2.14556, 2.04637)  -0.50
C (1.54900, -2.14212, -5.53305)  -1.43
H (0.80952, 5.10840, -3.18867)  0.30
H (-3.34961, -5.21475, -3.26414)  -0.06
H (5.46303, -1.05891, -0.95868)  0.31
H (0.61381, -1.70509, -5.88310)  0.33
H (-6.33803, 0.46593, -3.09598)  0.32
H (2.62051, -0.84857, 7.02597)  0.30
H (-5.72252, -1.97522, -0.34707)  0.32
H (1.99298, 3.67918, -4.37393)  0.41
H (-0.95571, -4.66693, -1.52319)  0.47
C (5.33621, 1.92282, 5.14136)  -1.23
C (-4.03222, -6.94152, -4.52969)  -1.14
H (3.66847, -1.01479, 0.52104)  0.13
H (2.54464, 1.01033, 5.21845)  0.11
H (1.65388, 3.38170, 0.45404)  0.33
H (-1.44836, -3.50349, -2.61928)  0.22
C (2.28096, 3.11928, 1.30610)  0.14
H (-4.83655, -0.39629, -2.76599)  0.17
O (2.77215, -0.79214, -1.20986)  -0.21
C (-4.54782, -3.38038, 0.75615)  -0.36
O (-0.83029, 8.33931, 2.26822)  -0.52
C (3.42841, -1.63981, -0.33909)  -0.06
H (1.44887, 4.43415, 7.27888)  0.29

=====

# 2
This record from OMol25 describes the molecule C4H7N3O in a non-equilibrium geometry. The level of theory is ωB97M-V/def2-TZVPD.

Energy relative to the best compared isomer or geometry (same formula, charge and spin): 94.4 kcal/mol
SMILES: [H]/N=C/C(CC(N)=O)=N/[H]
Energy: -395.9979 hartree
HOMO-LUMO gap: 8.5966 eV

Each line ends with the Mulliken charge.
Atoms and positions in Å:
H (-0.63684, 1.99727, -1.84001)  0.26
H (0.77922, 1.77130, 1.04872)  0.39
C (0.82582, 0.75834, 0.64070)  -0.54
C (0.52455, 0.64106, -0.87394)  0.44
H (1.78916, 0.27741, 0.81275)  0.25
N (-0.72031, 1.28218, -1.12627)  -0.47
C (-0.07367, -1.40695, -0.13388)  -0.17
H (-1.73684, 0.63494, 2.25393)  0.26
N (-1.29119, -0.12120, 1.74806)  -0.53
N (0.99193, -2.06143, 0.01556)  -0.50
H (-1.50692, 0.67987, -1.32314)  0.21
C (-0.23166, -0.12629, 1.15817)  0.31
H (0.91579, -3.05586, -0.19739)  0.24
O (1.40789, 0.55213, -1.71844)  -0.56
H (-1.03692, -1.82277, -0.46483)  0.41

=====

# 3
This record from OMol25 describes a structure of composition C6H12N2O in a non-equilibrium geometry. The level of theory is ωB97M-V/def2-TZVPD.

Energy relative to the best compared isomer or geometry (same formula, charge and spin): 157.8 kcal/mol
Energy: -420.3324 hartree
HOMO-LUMO gap: 9.0093 eV

Each line ends with the Mulliken charge.
Atoms and positions in Å:
H (-0.76084, 1.88902, 1.27332)  0.14
O (0.05684, 1.21489, -1.31756)  -0.54
H (-3.14107, -1.00504, 1.00721)  0.24
H (0.51914, -0.68410, -2.38171)  0.32
C (0.34720, -0.11447, -1.37274)  -0.06
H (1.06837, 2.25394, 0.14798)  0.44
H (2.15181, -1.73743, -0.04026)  0.25
H (-0.03648, 0.31317, 2.00178)  0.39
C (-1.84248, -0.95373, 1.37925)  -0.67
C (-0.80238, -0.79724, -0.72177)  -0.63
C (-0.39745, 0.83929, 0.99238)  -0.83
H (2.59575, -0.78989, 1.28028)  0.25
C (0.66322, 1.23272, 0.02659)  -0.14
H (-1.54575, -1.04019, -1.45837)  0.31
C (1.50531, 0.11290, -0.36429)  -0.10
H (-1.72826, -0.37356, 2.65718)  0.30
H (2.25216, 0.62921, -0.91003)  0.31
H (-0.72967, -1.88383, -0.33931)  0.07
H (-1.10813, -2.19425, 1.10572)  0.25
N (-1.34873, -0.06508, 0.39775)  0.22
N (1.80126, -0.93677, 0.53943)  -0.51

=====

# 4
This record from OMol25 describes the molecule C3H10N2 in a non-equilibrium geometry. The level of theory is ωB97M-V/def2-TZVPD.

Energy relative to the best compared isomer or geometry (same formula, charge and spin): 73.9 kcal/mol
SMILES: CCN(C)N
Energy: -229.6915 hartree
HOMO-LUMO gap: 9.4950 eV

Each line ends with the Mulliken charge.
Atoms and positions in Å:
H (2.05654, 1.57537, -0.99251)  0.39
H (-1.75385, -0.97235, 1.74079)  0.35
N (-1.50224, 0.22904, -0.42309)  -0.62
H (-1.80654, 1.19080, -0.35864)  0.24
H (0.00953, -1.51984, 1.97437)  0.23
C (1.06169, 1.16969, -0.89203)  -1.37
C (-0.91171, -1.37842, 1.22826)  -0.82
H (1.44150, -0.85311, -0.54485)  0.33
N (-0.55224, -0.14128, 0.54977)  -0.05
H (-1.17834, 0.02022, -1.37762)  0.23
H (0.47005, 1.86643, -0.46953)  0.44
H (0.80937, 0.98845, -1.86141)  0.38
H (1.72591, 0.12063, 0.78313)  0.45
H (-0.98723, -2.24461, 0.64733)  0.31
C (1.11755, -0.05103, -0.00397)  -0.47

=====

# 5
This record from OMol25 describes the molecule C5H4N2O in a non-equilibrium geometry. The level of theory is ωB97M-V/def2-TZVPD.

Energy relative to the best compared isomer or geometry (same formula, charge and spin): 20.0 kcal/mol
SMILES: c1cn2cncc2o1
Energy: -377.6322 hartree
HOMO-LUMO gap: 9.1290 eV

Each line ends with the Mulliken charge.
Atoms and positions in Å:
C (-1.47042, 0.89292, 0.01814)  -0.05
C (1.97205, -0.13528, 0.00842)  -0.28
H (1.51534, 1.96591, 0.00264)  0.44
C (1.20122, 0.96825, -0.03832)  -0.23
H (-1.78489, 1.93011, -0.06894)  0.35
C (-1.39407, -1.25789, -0.02844)  -0.75
O (1.16139, -1.30282, -0.00999)  -0.37
H (3.04058, -0.35925, 0.16674)  0.37
N (-0.13266, 0.55136, -0.03379)  0.20
H (-1.75514, -2.24474, 0.00917)  0.44
C (-0.09951, -0.84996, -0.05333)  0.44
N (-2.25388, -0.15863, 0.02770)  -0.56

=====

# 6
This record from OMol25 describes the molecule C5H5ClFN in a non-equilibrium geometry. The level of theory is ωB97M-V/def2-TZVPD.

Energy relative to the best compared isomer or geometry (same formula, charge and spin): 48.5 kcal/mol
SMILES: N#C[C@@H]1[C@H](F)C[C@@H]1Cl
Energy: -808.2311 hartree
HOMO-LUMO gap: 11.1716 eV

Each line ends with the Mulliken charge.
Atoms and positions in Å:
H (0.38582, 0.26979, 1.89816)  0.25
C (-1.74987, -0.58851, -0.61215)  -0.03
Cl (1.01319, -0.47795, -2.42297)  -0.19
C (-0.50770, -0.79857, 0.08364)  0.34
N (-2.91756, -0.34727, -0.85209)  -0.46
H (0.43364, 1.59713, -0.90373)  0.33
H (1.89438, 0.93113, 0.43169)  0.27
H (-0.53824, -1.70215, 0.78836)  0.31
C (0.79977, 0.83363, -0.02250)  -0.73
F (-1.17910, 1.44811, 1.41055)  -0.33
C (-0.19070, 0.47174, 0.95956)  0.01
H (1.70752, -1.04138, -0.17627)  0.43
C (0.84887, -0.59570, -0.58225)  -0.20

=====

# 7
This record from OMol25 describes a structure of composition C12H28N6O6PtS in a non-equilibrium geometry. The level of theory is ωB97M-V/def2-TZVPD.

Multiplicity: 3
Energy relative to the best compared isomer or geometry (same formula, charge and spin): 86.4 kcal/mol
Energy: -1771.0781 hartree
HOMO-LUMO gap (spin up / spin down): 5.3196 / 7.2864 eV
<S²>: 2.06

Each line ends with the Mulliken charge.
Atoms and positions in Å:
N (-0.81639, 0.13339, -1.95560)  0.23
C (0.60583, 2.12369, -1.90666)  0.11
H (4.03041, 4.38196, 2.52811)  0.34
H (-1.89620, -1.38942, -1.88550)  0.42
H (0.52536, 4.19545, -2.36900)  0.28
H (2.51784, 2.01612, 0.49553)  0.36
C (-0.43085, 1.29041, -2.52459)  0.56
H (-1.06777, 2.73840, -3.92697)  0.37
C (2.98106, 4.50477, 2.89123)  -1.00
H (-0.30341, 1.27673, -4.67690)  0.25
H (-2.00749, 1.14637, -3.99542)  0.44
C (-0.09271, 5.10328, 2.80693)  -0.94
O (-1.74212, -0.70292, -2.58511)  -0.53
O (-1.52858, -4.29724, -2.32897)  -0.52
N (1.10098, 1.63349, -0.75140)  0.21
C (-1.00738, 1.62586, -3.87843)  -1.55
H (1.99510, -0.94206, 0.61518)  0.58
H (0.24367, 0.39488, 4.61882)  0.16
H (-1.17790, 4.90581, 3.08021)  0.28
C (-0.21058, -0.82318, 2.88420)  0.54
H (-2.15485, -3.39843, 2.42998)  0.31
H (-1.47075, -4.70097, -3.20612)  0.28
C (1.05853, 3.04066, 2.12985)  0.46
Pt (-0.18619, -0.17706, -0.10496)  0.44
N (0.39765, 4.16171, 1.75569)  -0.36
H (-3.20147, -1.94384, 2.82475)  0.28
H (0.55203, 4.90695, 3.69969)  0.35
H (0.53072, -4.60177, -2.14577)  0.37
H (-0.34067, -3.66715, -0.88006)  0.07
N (-1.42650, -1.32406, 0.89205)  0.54
O (2.29693, 2.39595, -0.39598)  -0.62
H (2.67372, 2.30317, 2.85290)  0.28
O (1.63954, 0.73731, 2.45916)  -0.47
H (-0.05470, -2.92301, -2.39231)  0.19
N (2.26669, 3.21403, 2.67591)  0.00
H (0.05762, 6.15589, 2.44215)  0.31
N (0.70367, -0.41567, 1.89402)  -0.79
H (1.29978, -1.06215, 4.34985)  0.23
O (2.39618, -1.05074, -0.28568)  -0.75
H (-0.32399, 3.90990, 1.10176)  0.29
C (0.26811, -0.65901, 4.27348)  -1.30
C (-2.21650, -2.42589, 2.95244)  -1.30
H (1.30512, 3.12823, -3.63426)  0.39
H (2.99782, 4.69156, 3.99238)  0.34
H (2.43671, 5.30862, 2.34178)  0.34
H (-0.41606, -1.28393, 4.86232)  0.44
C (1.20617, 3.34583, -2.55731)  -1.57
C (-1.24642, -1.52818, 2.28435)  0.33
S (0.23047, 1.58896, 2.00067)  0.15
O (-2.40807, -1.83312, 0.29997)  -0.76
C (-0.24907, -3.87634, -1.93288)  -0.36
H (-1.87571, -2.46555, 4.00643)  0.33
H (2.11164, -0.18837, -0.66619)  0.52
H (2.16628, 3.49274, -2.04973)  0.41